Record 1
{
  "formula": "C17H33Br3O8S4",
  "method": "wB97M-V/def2-TZVPD",
  "de_lowest_ev": 2.8898,
  "largest_force_ev_per_a": 3.7,
  "orbital_gap_ev": 8.76,
  "e_tot_ev": -288007.6870,
  "smiles": "O=S1(=O)CCCC1.O=S1(=O)CCCC1.O=S1(=O)CCCC1.O=S1(=O)CCCC1.BrC(Br)Br",
  "lumo_energy_ev": -1.08,
  "species": ["O", "S", "O", "C", "C", "C", "C", "H", "H", "H", "H", "H", "H", "H", "H", "O", "S", "O", "C", "C", "C", "C", "H", "H", "H", "H", "H", "H", "H", "H", "O", "S", "O", "C", "C", "C", "C", "H", "H", "H", "H", "H", "H", "H", "H", "O", "S", "O", "C", "C", "C", "C", "H", "H", "H", "H", "H", "H", "H", "H", "Br", "C", "Br", "Br", "H"],
  "coordinates": [[-1.3505, 1.5072, -2.6900], [-0.1813, 1.0605, -3.3318], [0.3347, -0.2799, -3.0121], [-0.3631, 1.2535, -5.1650], [0.4731, 2.4890, -5.6741], [1.6652, 2.4259, -4.6980], [1.0867, 2.3697, -3.2870], [-1.3444, 0.9777, -5.5510], [0.1570, 0.3472, -5.4753], [0.8193, 2.3993, -6.7037], [0.0777, 3.4789, -5.4464], [2.2298, 3.3265, -4.9392], [2.2203, 1.5075, -4.8889], [0.5018, 3.2722, -3.1100], [1.6489, 2.0849, -2.3976], [6.6249, -1.5104, 3.1387], [5.4098, -2.3058, 3.2385], [4.4610, -2.0326, 4.2771], [4.5876, -2.0130, 1.6018], [4.3247, -3.4200, 1.1504], [5.5754, -4.2930, 1.3992], [5.7472, -4.0999, 2.8684], [5.4673, -1.6499, 1.0705], [3.7520, -1.3131, 1.5887], [3.4949, -3.8437, 1.7161], [4.0952, -3.3719, 0.0860], [6.5140, -3.8578, 1.0560], [5.4864, -5.3473, 1.1370], [6.6037, -4.4743, 3.4290], [4.9397, -4.6693, 3.3287], [-6.7248, -1.0419, 0.3128], [-6.0529, -1.6533, -0.8590], [-6.5649, -1.5376, -2.2605], [-4.3311, -1.0118, -0.8439], [-3.3781, -2.2916, -0.7401], [-4.0833, -3.2952, 0.1172], [-5.4955, -3.4731, -0.4438], [-4.2254, -0.5395, 0.1328], [-4.0082, -0.2853, -1.5895], [-3.2851, -2.5577, -1.7931], [-2.3714, -2.2110, -0.3301], [-4.1084, -3.0050, 1.1676], [-3.5463, -4.2347, 0.2477], [-6.3178, -3.9916, 0.0492], [-5.3769, -3.9075, -1.4364], [1.7571, -0.0339, 0.9471], [1.1475, 1.2957, 0.9363], [1.7281, 2.3184, 0.1087], [-0.7341, 1.1968, 0.8556], [-1.3064, 2.0856, 2.0111], [-0.4259, 1.7373, 3.1705], [1.0131, 1.9665, 2.7169], [-1.0151, 0.1439, 0.8784], [-1.0321, 1.4354, -0.1654], [-1.4617, 3.1271, 1.7294], [-2.2821, 1.6878, 2.2903], [-0.5171, 0.6864, 3.4453], [-0.6485, 2.4270, 3.9847], [1.8839, 1.5349, 3.2103], [1.0629, 3.0545, 2.6736], [-0.9700, 5.9552, 2.5405], [-2.9040, 6.1348, 3.0417], [-3.7644, 4.2697, 3.1112], [-3.8533, 7.5451, 1.9826], [-2.8665, 6.4504, 4.0844]],
  "forces_ev_per_angstrom": [[-2.229, 0.728, 1.635], [2.220, -0.893, -2.771], [-0.402, 1.843, -0.436], [0.455, -0.922, -0.612], [-0.261, -1.251, 1.978], [0.181, -0.254, -0.316], [-0.698, -0.529, 0.306], [-0.446, 0.944, 0.436], [0.618, 0.068, -0.227], [-0.328, -0.024, 0.080], [-0.842, -0.180, -0.549], [0.567, -0.223, 0.656], [0.430, 0.201, -0.058], [0.042, 0.022, 0.306], [0.673, 0.460, -0.292], [-0.087, -0.984, 0.783], [-0.158, 1.517, -2.695], [0.043, -0.730, 0.926], [1.522, -0.716, 1.030], [-0.029, -0.451, -1.569], [0.578, 1.298, 0.578], [-1.005, -0.607, 2.669], [-0.345, 0.398, -0.358], [0.107, -0.175, 0.329], [-0.195, -0.113, -0.221], [-0.341, -0.327, -0.004], [-0.228, -0.069, -1.297], [-0.056, 0.194, -0.090], [0.518, 0.476, -0.531], [-0.385, 0.343, 0.431], [0.595, -1.202, -2.064], [0.539, 0.317, -0.707], [0.552, -0.460, 3.032], [1.560, -0.918, 1.809], [-0.772, 1.032, -1.032], [-1.125, -0.889, 0.993], [-0.282, 1.334, -1.240], [-0.409, 0.323, 0.010], [-0.592, -0.342, -0.329], [0.213, -0.833, 0.098], [-0.037, 0.995, -0.181], [-0.230, 0.731, 0.045], [-0.045, -0.300, -0.777], [0.352, 0.254, 0.465], [-0.244, 0.008, -0.141], [-0.694, 1.031, -0.089], [-1.330, -0.315, 2.751], [-0.216, 0.102, -0.587], [0.299, 0.362, -1.181], [-0.350, -2.133, -1.467], [1.533, 0.215, 0.574], [0.280, 0.237, -1.365], [0.262, -0.109, 0.775], [0.080, 0.658, -0.012], [0.596, -0.079, 0.184], [-0.283, 0.127, -0.409], [-0.533, 0.098, 0.238], [0.073, -0.400, 0.395], [-0.400, -0.015, 0.420], [0.772, 0.016, -0.410], [-1.396, 0.171, 0.109], [0.285, -0.578, -0.202], [0.516, 2.010, -0.263], [0.763, -1.504, 0.834], [-0.254, 0.010, -0.396]],
  "lowdin_charge": [-0.329, 0.657, -0.333, -0.206, -0.183, -0.236, -0.211, 0.098, 0.085, 0.114, 0.110, 0.117, 0.117, 0.108, 0.083, -0.348, 0.701, -0.328, -0.205, -0.239, -0.216, -0.250, 0.097, 0.085, 0.120, 0.117, 0.118, 0.122, 0.106, 0.097, -0.369, 0.766, -0.375, -0.202, -0.212, -0.263, -0.167, 0.082, 0.099, 0.113, 0.111, 0.116, 0.116, 0.097, 0.091, -0.350, 0.717, -0.337, -0.181, -0.262, -0.246, -0.188, 0.093, 0.069, 0.043, 0.089, 0.124, 0.115, 0.100, 0.085, 0.531, -1.409, 0.539, 0.536, -0.039]
}

---

Record 2
{
  "formula": "C17H33BrN4O2SiTc",
  "method": "wB97M-V/def2-TZVPD",
  "de_lowest_ev": 0.0665,
  "largest_force_ev_per_a": 0.5,
  "total_charge": 2,
  "s_squared": 3.77,
  "multiplicity": 4,
  "orbital_gap_ev": [7.59, 5.84],
  "e_tot_ev": -108326.2233,
  "lumo_energy_ev": [-5.98, -7.73],
  "species": ["Tc", "N", "C", "C", "N", "C", "C", "N", "C", "C", "N", "H", "H", "H", "H", "H", "H", "H", "H", "H", "H", "H", "H", "H", "H", "H", "H", "H", "H", "Br", "C", "C", "C", "C", "C", "C", "C", "O", "O", "H", "H", "H", "H", "C", "Si", "C", "C", "C", "H", "H", "H", "H", "H", "H", "H", "H", "H", "H", "H"],
  "coordinates": [[0.8319, -0.4585, 0.6602], [0.2459, -2.5596, 0.5274], [-0.0422, -3.1048, 1.9037], [-0.5304, -1.9869, 2.8066], [0.3917, -0.8040, 2.7496], [-0.3116, 0.4396, 3.2153], [0.4738, 1.6829, 2.8078], [1.0997, 1.5206, 1.4456], [1.6395, -1.0194, 3.5720], [2.7830, -1.6840, 2.8179], [2.9362, -1.0446, 1.4818], [-0.6018, -2.5807, -0.0343], [0.9144, -3.1533, 0.0416], [0.8614, -3.5621, 2.2889], [-0.7965, -3.8872, 1.8638], [-0.6380, -2.3445, 3.8316], [-1.5073, -1.6497, 2.4709], [-0.4507, 0.4166, 4.2973], [-1.2947, 0.4558, 2.7486], [1.2541, 1.9204, 3.5240], [-0.2063, 2.5308, 2.7957], [2.0669, 1.8309, 1.4655], [0.6450, 2.1461, 0.7730], [1.3890, -1.5942, 4.4636], [1.9784, -0.0426, 3.9113], [2.6189, -2.7453, 2.6729], [3.6852, -1.5900, 3.4175], [3.4382, -1.6556, 0.8398], [3.5214, -0.2159, 1.5549], [-0.3001, -1.2397, -7.7403], [0.1761, -0.7050, -6.0102], [0.4220, -1.6728, -5.0457], [0.7541, -1.2715, -3.7633], [0.8352, 0.0838, -3.4470], [0.5987, 1.0393, -4.4305], [0.2767, 0.6478, -5.7176], [1.0968, 0.5545, -2.0806], [0.9931, 1.7002, -1.7147], [1.4168, -0.4078, -1.1516], [0.3562, -2.7213, -5.3058], [0.9681, -2.0155, -3.0069], [0.6785, 2.0903, -4.1809], [0.1049, 1.3834, -6.4922], [-3.3944, 1.6800, 0.8074], [-1.9625, 1.6188, -0.3795], [-1.0351, 3.2317, -0.1740], [-2.5077, 1.5107, -2.1336], [-1.1276, -0.0805, 0.0529], [-4.0596, 2.5110, 0.5392], [-3.0731, 1.8482, 1.8434], [-3.9913, 0.7617, 0.7711], [-1.7019, 3.9779, -0.6207], [-0.1022, 3.2762, -0.7513], [-0.8741, 3.5727, 0.8559], [-3.1995, 2.3344, -2.3372], [-3.0238, 0.5739, -2.3648], [-1.6486, 1.6165, -2.8058], [-1.2325, -0.6344, -0.8921], [-1.8383, -0.5252, 0.7614]],
  "forces_ev_per_angstrom": [[-0.427, 0.014, -0.323], [0.075, -0.070, 0.351], [-0.017, 0.107, -0.179], [0.159, 0.128, -0.031], [-0.130, -0.082, 0.329], [0.142, -0.105, -0.140], [0.035, -0.054, -0.095], [-0.223, 0.080, -0.064], [-0.109, 0.035, -0.160], [-0.097, 0.149, -0.177], [-0.040, -0.127, 0.059], [-0.024, 0.019, -0.031], [0.001, -0.038, 0.004], [0.068, -0.037, -0.024], [-0.046, -0.051, -0.088], [0.026, 0.005, 0.051], [-0.061, 0.021, 0.026], [-0.017, -0.002, 0.055], [0.004, -0.056, -0.017], [0.106, -0.005, 0.017], [-0.003, 0.083, -0.017], [0.052, 0.033, -0.003], [-0.034, -0.008, -0.075], [-0.030, -0.011, 0.058], [-0.032, 0.053, -0.002], [-0.013, -0.072, -0.051], [0.111, -0.002, 0.031], [0.009, 0.019, 0.072], [0.045, -0.003, 0.005], [-0.004, -0.020, -0.087], [-0.012, -0.045, -0.079], [0.034, -0.019, 0.182], [0.071, -0.123, -0.035], [0.062, -0.189, 0.150], [0.003, 0.163, -0.203], [0.022, 0.165, 0.096], [-0.065, -0.162, 0.318], [0.241, 0.015, 0.056], [0.096, 0.009, -0.442], [0.003, 0.053, 0.041], [-0.024, 0.003, -0.015], [-0.017, -0.045, -0.023], [-0.013, -0.026, 0.045], [-0.299, 0.042, 0.040], [-0.113, 0.137, 0.331], [0.369, 0.084, -0.026], [-0.033, -0.053, -0.338], [0.346, 0.039, 0.191], [0.089, -0.129, 0.104], [-0.063, -0.036, -0.099], [0.032, 0.123, 0.051], [0.019, -0.017, 0.060], [-0.291, 0.110, 0.214], [-0.033, -0.039, -0.074], [0.054, -0.073, -0.052], [0.047, 0.095, -0.008], [-0.160, -0.040, 0.017], [0.051, -0.012, 0.062], [0.059, -0.034, -0.056]],
  "mulliken_spin": [2.924, -0.008, -0.006, 0.009, -0.065, -0.004, -0.002, 0.007, 0.004, 0.003, -0.012, 0.006, 0.006, -0.001, -0.001, 0.001, 0.003, 0.004, 0.005, -0.004, -0.001, 0.017, -0.021, 0.001, -0.004, -0.002, 0.000, 0.004, 0.005, 0.000, 0.002, -0.001, 0.004, -0.008, 0.000, 0.000, 0.030, 0.024, 0.097, 0.000, -0.003, 0.000, 0.000, 0.003, 0.024, 0.006, 0.004, -0.084, 0.001, 0.000, -0.001, 0.002, -0.001, 0.000, 0.000, -0.001, -0.001, 0.007, 0.027]
}

---

Record 3
{
  "formula": "C17H33ClNO4",
  "method": "wB97M-V/def2-TZVPD",
  "largest_force_ev_per_a": 0.7,
  "total_charge": 1,
  "orbital_gap_ev": 8.57,
  "e_tot_ev": -40360.7662,
  "lumo_energy_ev": -3.37,
  "species": ["O", "C", "C", "C", "C", "C", "N", "C", "C", "C", "Cl", "H", "H", "H", "H", "H", "H", "H", "H", "H", "H", "H", "H", "H", "H", "H", "C", "C", "O", "C", "H", "H", "H", "H", "H", "H", "C", "C", "O", "C", "H", "H", "H", "H", "H", "H", "C", "C", "O", "C", "H", "H", "H", "H", "H", "H"],
  "coordinates": [[5.7645, 1.2962, 0.6479], [5.6285, 0.6328, -0.6034], [4.1879, 0.6863, -1.1201], [3.3703, -0.4764, -0.5488], [1.8345, -0.4337, -0.6692], [1.2467, 0.9554, -0.6794], [-0.1778, 1.0853, -0.2425], [-0.6605, 2.2114, -0.5891], [0.3330, 2.9961, -1.3994], [1.1916, 1.8342, -1.9256], [0.2524, 1.0143, -3.2173], [5.8555, 2.2462, 0.4839], [5.9235, -0.4024, -0.4213], [6.3210, 1.0556, -1.3365], [4.1973, 0.6474, -2.2144], [3.7887, 1.6592, -0.8146], [3.6981, -1.3729, -1.0791], [3.6580, -0.6155, 0.4969], [1.4918, -1.0142, -1.5271], [1.4142, -0.9351, 0.2052], [1.7675, 1.5563, 0.0826], [-0.6839, 0.3656, 0.2755], [-1.6771, 2.5000, -0.3335], [0.9031, 3.6437, -0.7237], [-0.1470, 3.5512, -2.2015], [2.1508, 2.0705, -2.3691], [-5.1877, 1.0733, 0.5904], [-4.9948, 2.5121, 0.1800], [-4.1851, 2.8303, -0.6653], [-5.8657, 3.5329, 0.8626], [-4.5148, 0.4310, 0.0267], [-4.9993, 0.9597, 1.6596], [-6.2180, 0.7677, 0.4034], [-5.6994, 3.5054, 1.9410], [-6.9177, 3.3045, 0.6849], [-5.6408, 4.5259, 0.4828], [-1.0374, -0.8385, 4.2752], [-0.0500, -0.8140, 3.1440], [-0.3940, -0.5465, 2.0072], [1.3786, -1.1412, 3.4752], [-2.0316, -0.5909, 3.9126], [-1.0519, -1.8292, 4.7321], [-0.7378, -0.1248, 5.0445], [1.4383, -2.1416, 3.9062], [1.7577, -0.4378, 4.2184], [1.9971, -1.0971, 2.5820], [-1.5187, -4.4939, -1.1328], [-0.3747, -3.8206, -1.8479], [0.5700, -3.3618, -1.2444], [-0.4629, -3.7522, -3.3515], [-1.3417, -4.4843, -0.0602], [-2.4551, -3.9793, -1.3561], [-1.6187, -5.5247, -1.4761], [-1.3632, -3.2122, -3.6505], [-0.5281, -4.7587, -3.7678], [0.4146, -3.2511, -3.7529]],
  "forces_ev_per_angstrom": [[-0.053, 0.259, -0.016], [0.049, 0.110, -0.021], [0.080, -0.119, 0.015], [0.051, -0.015, -0.170], [-0.316, -0.232, -0.097], [0.352, 0.218, 0.521], [-0.081, 0.024, -0.236], [-0.277, 0.085, -0.015], [-0.326, -0.510, -0.356], [-0.150, -0.136, -0.012], [0.166, -0.075, -0.134], [-0.003, -0.344, 0.084], [0.025, 0.028, -0.087], [-0.020, -0.026, 0.013], [-0.100, 0.039, 0.023], [0.016, -0.012, -0.079], [0.016, -0.074, 0.191], [-0.073, 0.128, 0.007], [-0.010, 0.143, -0.053], [-0.028, -0.091, -0.095], [0.198, -0.116, -0.099], [0.270, 0.042, 0.321], [0.020, 0.024, -0.044], [-0.026, 0.124, -0.135], [0.035, 0.254, 0.194], [0.047, 0.219, 0.275], [0.109, 0.005, -0.078], [-0.144, 0.015, 0.000], [0.293, -0.073, 0.122], [0.066, 0.068, -0.092], [-0.008, -0.005, 0.000], [-0.057, 0.004, 0.013], [-0.017, 0.011, 0.047], [-0.046, -0.035, 0.009], [-0.006, -0.027, 0.046], [-0.005, 0.000, 0.002], [-0.076, 0.033, -0.102], [-0.010, -0.083, 0.056], [-0.019, 0.118, -0.065], [0.000, 0.027, -0.133], [0.000, -0.003, 0.003], [0.037, 0.014, 0.042], [0.027, -0.043, 0.034], [-0.001, 0.018, 0.053], [-0.008, -0.038, 0.046], [0.003, -0.001, 0.003], [0.069, 0.037, 0.090], [-0.014, -0.069, -0.041], [-0.022, 0.101, 0.018], [0.099, 0.062, 0.026], [-0.001, -0.004, -0.001], [-0.015, -0.039, -0.043], [-0.037, 0.011, -0.034], [-0.030, -0.048, -0.009], [-0.051, 0.001, -0.004], [-0.001, -0.002, -0.002]],
  "lowdin_charge": [-0.068, -0.260, -0.190, -0.165, -0.144, -0.301, 0.150, 0.011, -0.118, -0.580, 0.695, 0.091, 0.122, 0.119, 0.121, 0.099, 0.125, 0.113, 0.093, 0.096, 0.166, 0.147, 0.143, 0.147, 0.126, 0.103, -0.021, -0.500, 0.043, -0.017, 0.077, 0.085, 0.091, 0.089, 0.092, 0.085, -0.008, -0.464, 0.030, 0.002, 0.082, 0.096, 0.095, 0.099, 0.098, 0.070, -0.020, -0.497, 0.053, -0.018, 0.080, 0.086, 0.090, 0.087, 0.090, 0.081]
}